# 1
{
  "formula": "C3H9N2",
  "method": "wB97M-V/def2-TZVPD",
  "e_above_lowest_ev": 1.870,
  "e_lumo_ev": -3.281,
  "total_energy_ha": -228.9181,
  "charge": 1,
  "gap_ev": 11.69,
  "homo_energy_ev": -14.97,
  "elements": ["C", "N", "H", "H", "H", "C", "C", "N", "H", "H", "H", "H", "H", "H"],
  "positions_angstrom": [[0.330, -1.680, -2.256], [1.229, -1.115, -1.560], [-0.714, -1.426, -2.100], [0.588, -2.413, -3.017], [2.137, -1.519, -1.764], [-0.084, 1.406, 1.131], [-1.172, 1.888, 1.700], [0.031, -0.033, 0.858], [0.745, 2.028, 0.829], [-1.221, 2.946, 1.911], [-2.013, 1.251, 1.942], [-0.788, -0.419, 0.375], [0.797, -0.349, 0.224], [0.135, -0.565, 1.726]],
  "mulliken_charge": [-0.18, -0.50, 0.20, 0.25, 0.22, -0.01, -0.64, -0.30, 0.32, 0.26, 0.26, 0.36, 0.37, 0.39]
}

=====

# 2
{
  "formula": "C3H9N2",
  "method": "wB97M-V/def2-TZVPD",
  "e_above_lowest_ev": 2.422,
  "e_lumo_ev": -5.178,
  "total_energy_ha": -228.8978,
  "charge": 1,
  "gap_ev": 8.76,
  "homo_energy_ev": -13.93,
  "smiles": "C=[NH+]CNC",
  "elements": ["C", "N", "C", "N", "C", "H", "H", "H", "H", "H", "H", "H", "H", "H"],
  "positions_angstrom": [[-1.998, 0.531, 1.226], [-0.793, 0.421, 0.893], [-0.349, -0.558, -0.122], [0.941, -0.874, -0.288], [1.732, 0.091, -1.062], [-2.677, -0.297, 0.993], [-2.310, 1.373, 1.781], [-0.055, 1.170, 1.089], [-1.095, -1.367, 0.056], [-0.682, -0.194, -1.036], [1.433, -1.412, 0.361], [2.173, -0.559, -1.852], [1.198, 0.937, -1.501], [2.483, 0.736, -0.538]],
  "mulliken_charge": [-0.10, -0.04, -0.73, -0.19, -0.89, 0.23, 0.29, 0.36, 0.31, 0.54, 0.23, 0.32, 0.36, 0.30]
}

=====

# 3
{
  "formula": "C3H9N2",
  "method": "wB97M-V/def2-TZVPD",
  "e_above_lowest_ev": 3.397,
  "multiplicity": 2,
  "e_lumo_ev": [-10.205, -14.690],
  "total_energy_ha": -228.3688,
  "charge": 2,
  "gap_ev": [11.97, 7.58],
  "homo_energy_ev": [-22.17, -22.27],
  "elements": ["C", "N", "H", "H", "H", "H", "C", "C", "N", "H", "H", "H", "H", "H"],
  "positions_angstrom": [[-0.193, -1.081, -0.145], [0.334, -1.063, -1.463], [-1.294, -1.215, 0.013], [0.309, -1.759, 0.546], [0.602, -2.013, -1.776], [-0.303, -0.631, -2.145], [-0.363, 1.475, -0.381], [0.320, 0.302, 1.752], [0.044, 0.355, 0.511], [0.523, 1.931, -0.808], [-1.011, 1.108, -1.173], [-0.947, 2.182, 0.216], [-0.008, -0.445, 2.482], [0.556, 1.293, 2.141]],
  "lowdin_spin": [0.10, 0.72, 0.06, 0.00, 0.01, 0.02, 0.01, 0.01, 0.06, 0.00, 0.00, 0.00, 0.00, 0.01]
}

=====

# 4
{
  "formula": "C3H9N2O",
  "method": "wB97M-V/def2-TZVPD",
  "e_above_lowest_ev": 2.399,
  "e_lumo_ev": 4.118,
  "total_energy_ha": -304.3778,
  "charge": -1,
  "gap_ev": 6.34,
  "homo_energy_ev": -2.23,
  "smiles": "NCCNC[O-]",
  "elements": ["N", "C", "C", "N", "C", "O", "H", "H", "H", "H", "H", "H", "H", "H", "H"],
  "positions_angstrom": [[-1.749, 1.741, -0.375], [-0.338, 1.832, -0.031], [0.041, 0.739, 1.130], [0.285, -0.621, 0.583], [0.869, -1.335, -0.696], [1.092, -2.610, -0.469], [-2.071, 0.764, -0.347], [-1.694, 1.766, -1.352], [0.338, 1.856, -0.998], [-0.132, 2.831, 0.449], [0.809, 1.120, 1.899], [-0.849, 0.575, 1.719], [-0.109, -1.308, 1.205], [1.710, -0.829, -1.189], [0.084, -1.141, -1.502]],
  "mulliken_charge": [-0.72, -0.28, -0.62, -0.16, -0.26, -0.85, 0.28, 0.27, 0.23, 0.24, 0.21, 0.31, 0.13, 0.15, 0.07]
}

=====

# 5
{
  "formula": "C3H9N2O",
  "method": "wB97M-V/def2-TZVPD",
  "e_above_lowest_ev": 0.179,
  "e_lumo_ev": -3.329,
  "total_energy_ha": -304.2438,
  "charge": 1,
  "gap_ev": 11.51,
  "homo_energy_ev": -14.83,
  "smiles": "NC(=O)CC[NH3+]",
  "elements": ["N", "C", "O", "C", "C", "N", "H", "H", "H", "H", "H", "H", "H", "H", "H"],
  "positions_angstrom": [[1.449, 1.445, 1.022], [0.777, 0.485, 0.381], [1.348, -0.510, -0.060], [-0.712, 0.730, 0.192], [-1.521, -0.255, -0.669], [-0.891, -1.592, -0.770], [2.421, 1.280, 1.280], [0.943, 2.050, 1.660], [-1.167, 0.867, 1.178], [-0.806, 1.726, -0.217], [-2.480, -0.376, -0.151], [-1.825, 0.107, -1.636], [-1.145, -2.214, -0.021], [-1.043, -2.064, -1.673], [0.159, -1.399, -0.614]],
  "mulliken_charge": [-0.41, 0.66, -0.71, -0.78, -0.54, -0.25, 0.29, 0.23, 0.42, 0.42, 0.28, 0.36, 0.35, 0.36, 0.31]
}

=====

# 6
{
  "formula": "C3H9N2O",
  "method": "wB97M-V/def2-TZVPD",
  "e_above_lowest_ev": 1.276,
  "e_lumo_ev": -3.294,
  "total_energy_ha": -304.2035,
  "charge": 1,
  "gap_ev": 11.35,
  "homo_energy_ev": -14.65,
  "smiles": "NC(=O)CC[NH3+]",
  "elements": ["N", "C", "O", "C", "C", "N", "H", "H", "H", "H", "H", "H", "H", "H", "H"],
  "positions_angstrom": [[-2.173, -0.519, -0.213], [-0.966, 0.024, -0.103], [-0.557, 1.022, -0.718], [0.007, -0.391, 0.953], [1.386, -0.721, 0.303], [1.918, 0.603, -0.231], [-2.992, 0.078, -0.243], [-2.292, -1.483, 0.031], [0.120, 0.226, 1.939], [-0.470, -1.318, 1.270], [2.099, -1.321, 0.848], [1.259, -1.191, -0.681], [2.332, 1.321, 0.461], [2.597, 0.343, -1.004], [1.024, 1.111, -0.696]],
  "mulliken_charge": [-0.37, 0.62, -0.67, -0.51, -0.68, -0.40, 0.27, 0.23, 0.29, 0.27, 0.39, 0.38, 0.36, 0.38, 0.42]
}

=====

# 7
{
  "formula": "C3H9N2O",
  "method": "wB97M-V/def2-TZVPD",
  "e_above_lowest_ev": 4.048,
  "e_lumo_ev": -4.377,
  "total_energy_ha": -304.1016,
  "charge": 1,
  "gap_ev": 9.25,
  "homo_energy_ev": -13.63,
  "elements": ["C", "C", "C", "N", "N", "O", "H", "H", "H", "H", "H", "H", "H", "H", "H"],
  "positions_angstrom": [[0.580, -0.298, -1.055], [0.665, -0.366, 0.988], [-0.528, -0.285, -0.067], [-1.828, -0.388, -0.138], [1.651, -0.211, -0.064], [-0.845, 1.822, 0.048], [0.539, -1.124, -1.695], [0.725, 0.476, -1.797], [0.637, 0.556, 1.739], [0.789, -1.290, 1.646], [-2.354, 0.079, -0.888], [-2.126, -0.125, 0.821], [2.465, -0.886, -0.108], [-1.370, 2.164, -0.835], [-0.184, 2.512, 0.286]],
  "mulliken_charge": [-0.55, -0.46, 0.59, -0.40, -0.38, -0.66, 0.38, 0.26, 0.23, 0.34, 0.34, 0.33, 0.29, 0.35, 0.34]
}

=====

# 8
{
  "formula": "C3H9N2O",
  "method": "wB97M-V/def2-TZVPD",
  "e_above_lowest_ev": 0.596,
  "e_lumo_ev": -3.530,
  "total_energy_ha": -304.2285,
  "charge": 1,
  "gap_ev": 11.52,
  "homo_energy_ev": -15.05,
  "smiles": "C[C@@H]([NH3+])C(N)=O",
  "elements": ["C", "C", "N", "C", "N", "O", "H", "H", "H", "H", "H", "H", "H", "H", "H"],
  "positions_angstrom": [[-0.218, -0.651, -1.859], [-0.088, 0.323, -0.683], [-1.546, 0.633, -0.284], [0.483, -0.103, 0.724], [1.712, -0.621, 0.812], [-0.062, 0.398, 1.694], [0.636, -1.333, -1.928], [-1.075, -1.330, -1.822], [-0.209, -0.127, -2.810], [0.342, 1.270, -1.008], [-2.015, 1.301, -0.902], [-2.094, -0.217, -0.299], [-1.410, 1.052, 0.671], [2.116, -0.729, 1.726], [2.201, -1.022, 0.029]],
  "mulliken_charge": [-1.17, 0.06, -0.37, 0.57, -0.34, -0.63, 0.31, 0.38, 0.36, 0.34, 0.33, 0.33, 0.36, 0.27, 0.20]
}

=====

# 9
{
  "formula": "C3H9N2O",
  "method": "wB97M-V/def2-TZVPD",
  "e_above_lowest_ev": 6.616,
  "e_lumo_ev": [-4.049, -4.835],
  "total_energy_ha": -304.0072,
  "charge": 1,
  "gap_ev": [9.95, 7.91],
  "homo_energy_ev": [-14.00, -12.74],
  "elements": ["C", "C", "C", "N", "N", "O", "H", "H", "H", "H", "H", "H", "H", "H", "H"],
  "positions_angstrom": [[-0.605, -1.138, -0.271], [-0.040, 1.285, -0.519], [1.041, -0.134, 1.106], [1.654, 2.220, 2.013], [-0.156, 0.090, 0.418], [2.420, 2.079, 2.842], [0.056, -1.270, -1.254], [-0.444, -2.053, 0.294], [-1.599, -1.046, -0.558], [0.699, 0.982, -1.150], [-0.966, 1.274, -1.054], [0.192, 2.252, -0.140], [1.851, 0.149, 0.582], [1.052, -0.098, 2.205], [-0.709, 0.325, 1.270]],
  "mulliken_charge": [-0.78, -0.87, -0.98, 0.21, 0.06, -0.15, 0.32, 0.35, 0.39, 0.48, 0.36, 0.34, 0.50, 0.39, 0.39]
}

=====

# 10
{
  "formula": "C3H9N2O2",
  "method": "wB97M-V/def2-TZVPD",
  "e_above_lowest_ev": 1.486,
  "e_lumo_ev": 4.132,
  "total_energy_ha": -379.7267,
  "charge": -1,
  "gap_ev": 7.94,
  "homo_energy_ev": -3.81,
  "elements": ["C", "N", "C", "O", "H", "H", "H", "H", "H", "N", "C", "O", "H", "H", "H", "H"],
  "positions_angstrom": [[0.237, 0.405, 1.652], [-0.795, 0.268, 0.828], [-2.044, 0.849, 1.292], [0.224, 0.930, 2.769], [1.192, 0.037, 1.248], [-0.613, -0.104, -0.229], [-2.381, 0.301, 2.175], [-2.795, 0.815, 0.508], [-1.867, 1.882, 1.599], [2.047, -0.278, -1.684], [0.894, -1.168, -1.487], [-0.312, -0.533, -1.557], [2.514, -0.424, -2.567], [1.709, 0.671, -1.774], [0.967, -1.968, -2.257], [1.023, -1.681, -0.514]],
  "mulliken_charge": [-0.04, -0.03, -0.90, -0.68, 0.35, 0.43, 0.24, 0.32, 0.26, -0.58, -0.40, -0.89, 0.25, 0.23, 0.24, 0.21]
}